(1)
{
  "formula": "C3H7N3",
  "method": "ωB97M-V/def2-TZVPD",
  "e_homo_ev": -8.873,
  "homo_lumo_gap_ev": 9.805,
  "smiles": "C=C=NC(N)N",
  "energy_ha": -282.70825,
  "de_lowest_ev": 1.796,
  "elements": ["N", "N", "N", "C", "C", "C", "H", "H", "H", "H", "H", "H", "H"],
  "coordinates": [[0.28, -0.27, 0.79], [-1.74, -0.96, -0.22], [-1.45, 1.19, 0.15], [2.65, -0.08, 0.14], [-0.71, 0.03, -0.22], [1.40, -0.18, 0.47], [-0.78, 1.83, 0.56], [3.04, 0.84, -0.29], [-2.02, 0.87, 0.93], [-2.41, -0.69, -0.93], [3.34, -0.89, 0.35], [-1.32, -1.84, -0.51], [-0.29, 0.14, -1.22]]
}

---

(2)
{
  "formula": "C3H7N3O",
  "method": "ωB97M-V/def2-TZVPD",
  "e_homo_ev": -9.182,
  "homo_lumo_gap_ev": 10.008,
  "smiles": "[H]/N=C/N/C(O)=N\\C",
  "energy_ha": -358.01884,
  "de_lowest_ev": 0.844,
  "elements": ["O", "N", "N", "N", "C", "C", "C", "H", "H", "H", "H", "H", "H", "H"],
  "coordinates": [[-0.03, -1.94, 0.25], [1.62, -0.42, 0.28], [-0.63, 0.18, -0.26], [-2.80, 0.68, -0.85], [2.16, 0.92, 0.11], [0.40, -0.67, 0.09], [-1.95, -0.19, -0.49], [1.97, 1.34, -0.89], [3.24, 0.87, 0.25], [-2.13, -1.26, -0.34], [1.77, 1.62, 0.86], [-3.71, 0.25, -0.98], [0.78, -2.41, 0.50], [-0.43, 1.16, -0.40]]
}

---

(3)
{
  "formula": "C3H7N3O",
  "method": "ωB97M-V/def2-TZVPD",
  "e_homo_ev": -7.690,
  "homo_lumo_gap_ev": 8.484,
  "energy_ha": -357.96401,
  "de_lowest_ev": 2.336,
  "elements": ["O", "N", "N", "N", "C", "C", "C", "H", "H", "H", "H", "H", "H", "H"],
  "coordinates": [[2.72, 0.01, 0.48], [-1.43, 1.01, -1.08], [0.95, 0.91, -0.78], [-1.05, -1.46, 0.72], [1.54, -0.21, -0.19], [-0.19, -0.34, 0.64], [-0.29, 0.64, -0.43], [-1.50, -1.65, 1.60], [-1.30, 1.69, -1.82], [-2.26, 1.13, -0.53], [1.58, -1.14, -0.75], [0.12, 0.05, 1.60], [2.79, 0.97, 0.58], [-1.70, -1.59, -0.05]]
}

---

(4)
{
  "formula": "C3H7N3O",
  "method": "ωB97M-V/def2-TZVPD",
  "e_homo_ev": -9.242,
  "homo_lumo_gap_ev": 10.139,
  "smiles": "C/N=C(\\N)C(N)=O",
  "energy_ha": -358.04359,
  "de_lowest_ev": 0.171,
  "elements": ["O", "N", "N", "N", "C", "C", "C", "H", "H", "H", "H", "H", "H", "H"],
  "coordinates": [[0.84, 1.28, 2.16], [0.59, 1.51, -0.52], [0.50, -0.98, 2.05], [-0.41, -0.68, -0.40], [0.23, 0.32, 0.06], [-1.01, -0.66, -1.72], [0.56, 0.27, 1.54], [0.10, -1.68, 1.43], [0.68, 1.59, -1.52], [0.38, -1.09, 3.04], [-2.02, -0.24, -1.63], [-1.11, -1.68, -2.09], [1.13, 2.13, 0.07], [-0.47, -0.08, -2.49]]
}

---

(5)
{
  "formula": "C3H7N3O",
  "method": "ωB97M-V/def2-TZVPD",
  "e_homo_ev": [-8.509, -8.508],
  "homo_lumo_gap_ev": [8.414, 8.413],
  "energy_ha": -357.85369,
  "de_lowest_ev": 5.338,
  "elements": ["O", "N", "N", "N", "C", "C", "C", "H", "H", "H", "H", "H", "H", "H"],
  "coordinates": [[-0.10, -0.29, -1.71], [-1.61, 0.70, 0.25], [-1.12, -1.46, -0.25], [0.60, -0.07, 0.43], [1.82, 0.68, 0.18], [-1.63, -0.16, -0.77], [0.16, -0.92, -0.57], [-2.41, -0.05, -1.53], [0.50, -0.37, 1.41], [-1.38, -1.49, 0.75], [-1.49, 1.61, -0.18], [2.64, -0.03, 0.32], [1.78, 1.02, -0.86], [1.91, 1.51, 0.89]]
}

---

(6)
{
  "formula": "C3H7N3O",
  "method": "ωB97M-V/def2-TZVPD",
  "e_homo_ev": [-7.746, -7.555],
  "homo_lumo_gap_ev": [8.251, 8.053],
  "energy_ha": -357.85986,
  "de_lowest_ev": 5.171,
  "elements": ["O", "N", "N", "N", "C", "C", "C", "H", "H", "H", "H", "H", "H", "H"],
  "coordinates": [[1.62, -1.43, 0.09], [-1.88, -1.09, 0.50], [-0.61, -1.63, 0.29], [0.43, 0.50, -0.16], [1.49, 1.17, -0.66], [0.39, -0.87, 0.12], [-0.48, 1.44, 0.24], [-2.17, -0.50, -0.28], [2.51, 0.87, -0.45], [1.54, -2.34, 0.40], [1.34, 1.99, -1.33], [-2.53, -1.85, 0.57], [-0.14, 2.31, 0.79], [-1.50, 1.44, -0.11]]
}

---

(7)
{
  "formula": "C3H7N3O",
  "method": "ωB97M-V/def2-TZVPD",
  "e_homo_ev": -7.038,
  "homo_lumo_gap_ev": 7.292,
  "energy_ha": -357.90959,
  "de_lowest_ev": 3.817,
  "elements": ["O", "N", "N", "N", "C", "C", "C", "H", "H", "H", "H", "H", "H", "H"],
  "coordinates": [[0.39, 0.25, -1.52], [-3.23, -0.31, 0.20], [-0.96, 0.08, 0.32], [1.43, 0.42, 0.57], [-2.13, -0.15, -0.41], [0.25, 0.24, -0.32], [2.84, -0.19, 0.19], [1.63, 1.42, 0.61], [2.70, -1.27, 0.39], [-1.95, -0.18, -1.49], [1.23, 0.12, 1.53], [-1.07, 0.14, 1.32], [-3.98, -0.48, -0.47], [2.84, -0.09, -0.90]]
}

---

(8)
{
  "formula": "C3H7N3O2",
  "method": "ωB97M-V/def2-TZVPD",
  "e_homo_ev": -9.300,
  "homo_lumo_gap_ev": 9.947,
  "energy_ha": -433.07398,
  "de_lowest_ev": 6.770,
  "elements": ["O", "O", "N", "N", "N", "C", "C", "C", "H", "H", "H", "H", "H", "H", "H"],
  "coordinates": [[0.73, 0.86, -0.47], [-1.70, 0.86, 0.16], [2.83, -0.15, -0.56], [-1.66, -0.66, 0.02], [1.32, -1.27, 0.72], [-0.29, 1.17, 0.46], [-2.85, -0.84, -0.50], [1.57, -0.17, 0.02], [3.45, 0.75, -0.33], [-3.70, 0.23, -0.54], [3.15, -1.14, -0.23], [-0.37, 2.25, 0.55], [0.24, -1.08, 0.87], [0.11, 0.80, 1.52], [-3.04, -1.96, -0.44]]
}

---

(9)
{
  "formula": "C3H7N3O2",
  "method": "ωB97M-V/def2-TZVPD",
  "e_homo_ev": -9.657,
  "homo_lumo_gap_ev": 10.198,
  "smiles": "NC(=O)CNC(N)=O",
  "energy_ha": -433.27402,
  "de_lowest_ev": 1.327,
  "elements": ["O", "O", "N", "N", "N", "C", "C", "C", "H", "H", "H", "H", "H", "H", "H"],
  "coordinates": [[1.26, -0.54, 2.25], [0.13, 0.54, -2.90], [-0.14, 0.38, -0.63], [0.05, -1.49, -2.12], [0.27, 1.54, 2.20], [0.45, 0.23, 1.75], [-0.08, -0.11, -1.91], [-0.46, -0.29, 0.59], [-1.60, -0.42, 0.71], [0.81, 2.01, 2.86], [0.24, 1.34, -0.47], [-0.27, -2.23, -1.39], [-0.39, 2.19, 1.65], [-0.30, -1.35, 0.49], [0.00, -1.81, -3.06]]
}

---

(10)
{
  "formula": "C3H7N3O2",
  "method": "ωB97M-V/def2-TZVPD",
  "e_homo_ev": -9.160,
  "homo_lumo_gap_ev": 9.817,
  "smiles": "[H]/N=C(\\N)NC(=O)OC",
  "energy_ha": -433.28002,
  "de_lowest_ev": 1.163,
  "elements": ["O", "O", "N", "N", "N", "C", "C", "C", "H", "H", "H", "H", "H", "H", "H"],
  "coordinates": [[-0.81, 0.05, 1.00], [0.16, 2.06, 1.44], [2.39, -0.60, -1.39], [1.27, 0.50, 0.19], [0.43, -1.56, -0.66], [-2.07, 0.65, 0.73], [0.21, 0.94, 0.96], [1.36, -0.58, -0.63], [2.38, -1.46, -1.94], [-0.45, -1.35, -0.19], [2.00, 1.17, 0.07], [-2.42, 1.27, 1.55], [-2.00, 1.22, -0.20], [0.34, -2.14, -1.48], [-2.79, -0.16, 0.56]]
}

---

(11)
{
  "formula": "C3H7N3O2",
  "method": "ωB97M-V/def2-TZVPD",
  "e_homo_ev": -9.407,
  "homo_lumo_gap_ev": 9.894,
  "energy_ha": -433.10524,
  "de_lowest_ev": 5.919,
  "elements": ["O", "O", "N", "N", "N", "C", "C", "C", "H", "H", "H", "H", "H", "H", "H"],
  "coordinates": [[1.76, -0.65, -1.09], [-1.60, 1.30, -1.02], [0.18, -2.33, 0.13], [0.03, -0.89, 0.22], [0.50, 1.29, -0.50], [-0.60, 1.89, -1.01], [-0.90, -0.23, 1.25], [0.88, -0.13, -0.49], [1.25, -2.40, 0.78], [-2.05, -0.56, 1.14], [-0.47, 2.96, -1.52], [1.49, 1.91, -0.44], [-0.56, 0.82, 1.39], [-0.49, -0.61, 2.33], [0.60, -2.37, -1.18]]
}

---

(12)
{
  "formula": "C3H7N3O2",
  "method": "ωB97M-V/def2-TZVPD",
  "e_homo_ev": -9.839,
  "homo_lumo_gap_ev": 10.325,
  "smiles": "CCN(N=O)C(N)=O",
  "energy_ha": -433.06099,
  "de_lowest_ev": 7.123,
  "elements": ["O", "O", "N", "N", "N", "C", "C", "C", "H", "H", "H", "H", "H", "H", "H"],
  "coordinates": [[1.49, 1.70, -0.01], [-1.58, -1.42, 0.14], [0.38, 1.56, -0.06], [-2.10, 0.70, -0.21], [0.09, 0.17, 0.27], [1.63, -1.47, -0.63], [1.13, -0.79, 0.63], [-1.21, -0.28, 0.02], [1.91, -0.01, 0.90], [0.55, -1.22, 1.37], [-3.32, 0.63, -0.40], [-1.89, 1.57, -0.65], [1.08, -2.08, -0.94], [2.18, -0.74, -1.10], [2.24, -2.16, -0.34]]
}

---

(13)
{
  "formula": "C3H7N3O2",
  "method": "ωB97M-V/def2-TZVPD",
  "e_homo_ev": -9.390,
  "homo_lumo_gap_ev": 9.978,
  "smiles": "N[C@@H]1C=NC1.O=NO",
  "energy_ha": -433.08202,
  "de_lowest_ev": 6.551,
  "elements": ["O", "O", "N", "N", "N", "C", "C", "C", "H", "H", "H", "H", "H", "H", "H"],
  "coordinates": [[-4.46, -0.44, -0.46], [-2.83, -1.31, 0.63], [-3.33, -0.29, -0.08], [1.93, 1.58, 0.33], [-0.27, -0.67, -0.01], [1.37, 0.51, -0.46], [-0.19, 0.56, -0.37], [1.22, -1.00, 0.00], [1.23, -1.65, -0.84], [-1.74, -1.19, 0.77], [1.63, -1.26, 0.95], [2.87, 1.77, 0.26], [1.86, 0.64, -1.45], [-0.93, 1.35, -0.56], [1.64, 1.41, 1.29]]
}

---

(14)
{
  "formula": "C3H7N3O2",
  "method": "ωB97M-V/def2-TZVPD",
  "e_homo_ev": -8.370,
  "homo_lumo_gap_ev": 9.241,
  "smiles": "ONC1=NCCON1",
  "energy_ha": -433.10786,
  "de_lowest_ev": 5.848,
  "elements": ["O", "O", "N", "N", "N", "C", "C", "C", "H", "H", "H", "H", "H", "H", "H"],
  "coordinates": [[1.91, 0.08, 0.26], [-2.28, -0.22, -1.74], [-0.94, -0.16, -1.93], [-0.91, -0.40, 0.26], [1.09, -0.05, -0.89], [-0.24, -0.19, -0.77], [1.04, 0.63, 1.28], [-0.08, -0.33, 1.52], [0.27, -1.34, 1.53], [-0.66, -0.57, -2.77], [1.57, 0.60, 2.24], [0.66, 1.60, 1.02], [1.45, 0.52, -1.59], [-0.66, -0.10, 2.37], [-2.23, -0.08, -0.79]]
}

---

(15)
{
  "formula": "C3H7N3O3S",
  "method": "ωB97M-V/def2-TZVPD",
  "multiplicity": 3,
  "e_homo_ev": [-6.836, -9.583],
  "homo_lumo_gap_ev": [7.026, 6.901],
  "s2": 2.020,
  "energy_ha": -906.44889,
  "elements": ["S", "O", "O", "O", "N", "N", "N", "C", "C", "C", "H", "H", "H", "H", "H", "H", "H"],
  "coordinates": [[2.18, 0.67, 0.11], [1.25, 1.30, 1.02], [3.52, 1.56, 0.09], [1.82, 0.40, -1.24], [2.46, -2.81, -0.42], [2.80, -1.90, 0.11], [-0.64, -1.79, 0.58], [-1.09, -0.67, 0.34], [2.90, -0.85, 0.78], [-1.47, -0.03, -0.92], [-1.28, -0.91, -1.61], [-1.17, -0.12, 1.17], [-2.49, 0.21, -0.68], [3.38, 2.30, 0.76], [-0.97, 0.88, -1.17], [-0.51, -2.46, -0.31], [3.69, -0.71, 1.38]]
}

---

(16)
{
  "formula": "C3H7N3OS",
  "method": "ωB97M-V/def2-TZVPD",
  "e_homo_ev": -7.859,
  "homo_lumo_gap_ev": 8.093,
  "smiles": "[H]/N=C(\\N)N(C)C(O)=S",
  "energy_ha": -756.13070,
  "de_lowest_ev": 2.819,
  "elements": ["S", "O", "N", "N", "N", "C", "C", "C", "H", "H", "H", "H", "H", "H", "H"],
  "coordinates": [[2.84, -2.20, 0.54], [2.22, -1.16, -1.62], [-0.64, -0.43, -2.05], [0.83, -0.57, 0.10], [-0.49, 1.46, -0.48], [1.91, -1.24, -0.37], [0.20, -1.02, 1.28], [-0.29, 0.24, -1.07], [0.05, 1.67, 0.42], [-0.66, -1.64, 1.14], [1.62, -0.80, -2.36], [-0.29, -0.14, 1.80], [-1.35, -0.19, -2.64], [-1.48, 1.82, -0.61], [0.94, -1.63, 2.00]]
}

---

(17)
{
  "formula": "C3H7N3OS",
  "method": "ωB97M-V/def2-TZVPD",
  "e_homo_ev": -9.290,
  "homo_lumo_gap_ev": 9.760,
  "smiles": "C/N=C(/O)S.N#CN",
  "energy_ha": -756.15382,
  "de_lowest_ev": 2.190,
  "elements": ["S", "O", "N", "N", "N", "C", "C", "C", "H", "H", "H", "H", "H", "H", "H"],
  "coordinates": [[3.04, -0.35, -0.03], [1.45, -2.21, 0.02], [0.26, -0.19, -0.06], [-2.46, -0.49, -0.28], [-1.24, -2.64, -0.10], [0.25, 1.20, 0.25], [1.31, -0.87, 0.05], [-1.84, -1.65, -0.03], [0.05, 1.47, 1.31], [0.50, -2.47, -0.16], [3.48, -1.51, -0.60], [1.21, 1.64, -0.10], [-2.28, -0.06, -1.18], [-2.29, 0.15, 0.45], [-0.59, 1.55, -0.30]]
}

---

(18)
{
  "formula": "C3H7N3OS",
  "method": "ωB97M-V/def2-TZVPD",
  "e_homo_ev": -9.517,
  "homo_lumo_gap_ev": 9.942,
  "smiles": "[H]/N=C(/C)NSC(N)=O",
  "energy_ha": -756.21701,
  "de_lowest_ev": 0.471,
  "elements": ["S", "O", "N", "N", "N", "C", "C", "C", "H", "H", "H", "H", "H", "H", "H"],
  "coordinates": [[0.05, 1.81, -0.18], [1.00, 2.34, 2.20], [0.28, 0.41, -1.04], [-0.62, -1.51, -2.06], [1.56, 0.27, 1.55], [0.95, 1.50, 1.34], [-0.60, -0.67, -1.10], [-1.67, -0.73, -0.05], [-2.27, 0.14, -0.05], [-1.28, -0.90, 0.93], [-2.36, -1.56, -0.32], [2.05, 0.13, 2.42], [1.01, 0.48, -1.74], [0.19, -1.35, -2.65], [1.72, -0.34, 0.76]]
}